Below is C7H16NO2 as an isolated structure in a non-equilibrium geometry, with properties calculated with ωB97M-V/def2-TZVPD.

## Properties
Molar mass ... 146.21 g/mol
Multiplicity ... 1
Highest occupied orbital energy ... -0.49695 Ha
Relative energy (zero: lowest compared OMol25 entry of this formula, charge and spin) ... 61.0 kcal/mol
Charge ... +1
Kohn-Sham gap ... 10.581 eV
Calculated total energy ... -481.1881 Ha

Element x y z (Å)
O1 1.4381 -1.5126 -0.5120
O2 -0.9183 0.8651 -0.9947
N1 -0.7294 -0.5351 1.0352
C1 -0.5796 1.8505 -0.0083
C2 -2.7605 -1.2963 -0.0579
C3 2.4286 0.3825 0.7901
C4 1.9671 0.5578 -1.7240
C5 -0.1563 0.4688 0.0580
C6 1.6166 -0.0639 -0.4701
C7 -2.2264 -0.5703 1.2087
H1 -0.2834 -0.2011 1.9618
H2 -3.5215 -2.0774 0.1476
H3 -2.4049 -1.0963 2.2043
H4 2.7674 0.0221 -2.1423
H5 2.3257 1.5949 -1.9045
H6 0.1047 2.5842 -0.2476
H7 3.1757 -0.3355 0.9295
H8 -3.2370 -0.5788 -0.6789
H9 1.1081 0.3526 -2.4314
H10 -1.4504 2.3757 0.5617
H11 -2.6507 0.5248 1.2947
H12 -0.3864 -1.4643 0.7984
H13 2.9426 1.3456 0.4908
H14 1.7472 0.3170 1.7073
H15 1.6152 -1.7894 -1.4271
H16 -1.9322 -1.7206 -0.5892

Forces on atoms 1 to 3 (eV/Å):
O 0.500 1.842 -0.492
O -0.835 0.103 -0.439
N 0.876 2.385 2.055

---

Below is C7H16NO9S3 as an isolated structure in a non-equilibrium geometry, with properties calculated with ωB97M-V/def2-TZVPD.

## Properties
Molar mass ... 354.40 g/mol
Multiplicity ... 1
Highest occupied orbital energy ... -0.21675 Ha
Charge ... -1
Kohn-Sham gap ... 8.434 eV
Calculated total energy ... -2202.8436 Ha

Element x y z (Å)
S1 -0.9702 5.3258 -2.2786
S2 -1.0228 -0.0545 1.0627
S3 -1.4792 -2.6555 0.4823
O1 -1.6617 4.8251 -3.4066
O2 -0.8005 4.1444 -1.2196
O3 0.2622 0.0863 0.4507
O4 -1.2806 -2.2274 -0.8765
O5 0.2552 6.0226 -2.4159
O6 -1.9619 6.2382 -1.4114
O7 -2.6948 -3.3762 0.6868
O8 -1.1865 0.8348 2.1607
O9 -2.1107 0.3811 -0.0234
N1 -1.3644 -1.4946 1.6058
C1 2.5331 -1.9283 -0.8972
C2 3.0225 -3.1158 1.2765
C3 -2.4058 5.5196 -0.2500
C4 -0.1802 -3.8410 0.8483
C5 -1.2692 4.5766 0.0693
C6 1.9426 -2.6093 0.3031
C7 0.9942 -3.7491 -0.0978
H1 0.6424 -3.6355 -1.1098
H2 3.9593 -2.6166 1.0656
H3 -3.3169 4.9757 -0.5052
H4 -1.5841 0.8543 -0.6970
H5 -0.6631 -4.8017 0.7817
H6 3.3053 -2.5659 -1.3277
H7 -0.4506 5.0890 0.5773
H8 -1.5841 3.7196 0.6601
H9 1.5002 -4.7057 -0.0423
H10 0.1518 -3.7347 1.8682
H11 3.0145 -1.0057 -0.6095
H12 -2.6109 6.2154 0.5582
H13 1.3395 -1.9085 0.8507
H14 1.7911 -1.7272 -1.6525
H15 3.1216 -4.1899 1.2159
H16 2.7626 -2.8655 2.2970

Forces on atoms 1 to 3 (eV/Å):
S -0.119 -0.148 0.514
S 0.613 0.014 1.756
S -0.004 -0.177 0.334

---

Please write out number 2 again, unchanged.
Below is C7H16NO9S3 as an isolated structure in a non-equilibrium geometry, with properties calculated with ωB97M-V/def2-TZVPD.

## Properties
Molar mass ... 354.40 g/mol
Multiplicity ... 1
Highest occupied orbital energy ... -0.21675 Ha
Charge ... -1
Kohn-Sham gap ... 8.434 eV
Calculated total energy ... -2202.8436 Ha

Element x y z (Å)
S1 -0.9702 5.3258 -2.2786
S2 -1.0228 -0.0545 1.0627
S3 -1.4792 -2.6555 0.4823
O1 -1.6617 4.8251 -3.4066
O2 -0.8005 4.1444 -1.2196
O3 0.2622 0.0863 0.4507
O4 -1.2806 -2.2274 -0.8765
O5 0.2552 6.0226 -2.4159
O6 -1.9619 6.2382 -1.4114
O7 -2.6948 -3.3762 0.6868
O8 -1.1865 0.8348 2.1607
O9 -2.1107 0.3811 -0.0234
N1 -1.3644 -1.4946 1.6058
C1 2.5331 -1.9283 -0.8972
C2 3.0225 -3.1158 1.2765
C3 -2.4058 5.5196 -0.2500
C4 -0.1802 -3.8410 0.8483
C5 -1.2692 4.5766 0.0693
C6 1.9426 -2.6093 0.3031
C7 0.9942 -3.7491 -0.0978
H1 0.6424 -3.6355 -1.1098
H2 3.9593 -2.6166 1.0656
H3 -3.3169 4.9757 -0.5052
H4 -1.5841 0.8543 -0.6970
H5 -0.6631 -4.8017 0.7817
H6 3.3053 -2.5659 -1.3277
H7 -0.4506 5.0890 0.5773
H8 -1.5841 3.7196 0.6601
H9 1.5002 -4.7057 -0.0423
H10 0.1518 -3.7347 1.8682
H11 3.0145 -1.0057 -0.6095
H12 -2.6109 6.2154 0.5582
H13 1.3395 -1.9085 0.8507
H14 1.7911 -1.7272 -1.6525
H15 3.1216 -4.1899 1.2159
H16 2.7626 -2.8655 2.2970

Forces on atoms 1 to 3 (eV/Å):
S -0.119 -0.148 0.514
S 0.613 0.014 1.756
S -0.004 -0.177 0.334